Record 1
{
  "formula": "C43H39AsIrN5O9S",
  "method": "ωB97M-V/def2-TZVPD",
  "energy_ha": -5351.3327,
  "s_squared": 0.759,
  "e_above_lowest_kcal_mol": 5.2,
  "spin_multiplicity": 2,
  "e_lumo_ev": [2.146, 2.146],
  "total_charge": -1,
  "species": ["Ir", "C", "O", "C", "C", "C", "C", "C", "C", "N", "N", "C", "O", "C", "C", "C", "C", "C", "C", "C", "O", "H", "H", "H", "H", "H", "H", "H", "H", "H", "H", "H", "H", "C", "C", "C", "C", "C", "C", "C", "N", "C", "N", "C", "C", "C", "C", "C", "C", "C", "N", "C", "C", "C", "C", "C", "C", "C", "H", "H", "H", "H", "H", "H", "H", "H", "H", "H", "H", "H", "H", "H", "H", "H", "H", "H", "H", "H", "H", "H", "O", "As", "O", "O", "C", "C", "C", "C", "C", "C", "S", "O", "O", "O", "H", "H", "H", "H", "H"],
  "coordinates": [[0.24659, -0.31074, 0.18715], [0.60409, 0.25012, -4.12922], [-0.55949, -0.53951, -4.39796], [-1.64394, -0.33275, -3.58703], [-2.86128, -0.14318, -4.18778], [-4.02831, 0.03731, -3.43182], [-3.93205, 0.03778, -2.06819], [-2.69841, -0.16266, -1.41026], [-2.77125, -0.19413, 0.01927], [-1.80707, -0.34268, 0.86965], [-2.34249, -0.36595, 2.15555], [-1.71318, -0.81802, 3.15740], [-0.48753, -1.42625, 3.12245], [-2.40002, -0.86319, 4.47249], [-1.74638, -1.36556, 5.59326], [-2.40191, -1.42105, 6.81565], [-3.71255, -0.98429, 6.92653], [-4.36946, -0.48663, 5.80692], [-3.71846, -0.42401, 4.58824], [-1.51938, -0.37522, -2.16453], [-0.34842, -0.66098, -1.69163], [1.11733, 0.36059, -5.08425], [1.25423, -0.23001, -3.40220], [0.32321, 1.23450, -3.74786], [-2.88792, -0.12517, -5.27058], [-4.97890, 0.19449, -3.92280], [-4.81428, 0.19438, -1.45821], [-3.76621, -0.09498, 0.44875], [-0.72093, -1.69324, 5.51218], [-1.88114, -1.80464, 7.68376], [-4.22225, -1.02907, 7.88108], [-5.39244, -0.13997, 5.88689], [-4.21262, -0.02735, 3.71280], [1.49765, -6.89460, 1.92328], [2.27323, -6.58655, 0.67337], [2.90853, -7.58839, -0.04638], [3.62270, -7.31277, -1.20382], [3.69198, -6.00608, -1.65818], [3.05804, -4.98620, -0.96462], [2.35621, -5.26789, 0.20481], [1.70346, -4.27149, 0.96495], [1.63915, -2.93301, 0.57599], [2.82133, -2.31466, 0.50666], [3.13866, -1.11410, -0.17981], [2.15962, -0.16295, -0.47742], [2.59060, 0.94308, -1.22187], [3.91125, 1.10815, -1.60265], [4.86160, 0.15993, -1.24883], [4.48827, -0.96926, -0.53980], [5.51397, -2.00848, -0.16419], [0.50759, -2.36091, 0.31163], [-0.61414, -3.20152, -0.00126], [-1.56518, -3.49061, 0.97284], [-2.68780, -4.24239, 0.66437], [-2.86564, -4.70565, -0.63096], [-1.90379, -4.43780, -1.59018], [-0.75770, -3.69938, -1.30102], [0.28475, -3.51532, -2.37095], [1.60750, -7.94328, 2.19523], [0.42818, -6.69981, 1.79112], [1.83721, -6.28147, 2.76109], [2.84200, -8.60816, 0.31573], [4.11391, -8.11074, -1.74498], [4.23212, -5.77010, -2.56635], [3.10053, -3.97358, -1.34051], [0.83908, -4.58360, 1.38386], [3.55836, -2.76644, 1.02079], [1.85772, 1.69445, -1.48262], [4.20632, 1.98374, -2.16934], [5.90028, 0.28697, -1.53374], [6.48719, -1.74264, -0.57509], [5.25258, -3.00152, -0.53983], [5.63387, -2.08966, 0.92161], [-1.41759, -3.10774, 1.97010], [-3.42331, -4.44938, 1.43159], [-3.74911, -5.27419, -0.89346], [-2.03560, -4.80758, -2.60108], [-0.17408, -3.16998, -3.29822], [0.78041, -4.46984, -2.56857], [1.03274, -2.77922, -2.08885], [0.44702, 4.18907, 0.56804], [-0.84961, 3.00776, 0.33737], [-2.02143, 3.59596, -0.62406], [0.02746, 1.68775, -0.21371], [-1.55213, 2.81084, 2.12378], [-2.91948, 3.02856, 2.31105], [-3.44795, 3.00441, 3.59569], [-2.63079, 2.76433, 4.69618], [-1.26620, 2.53077, 4.52706], [-0.80383, 2.57553, 3.23943], [0.90882, -0.55928, 3.29304], [0.78986, 0.19428, 4.50472], [1.87120, -1.61754, 3.25655], [0.88360, 0.32808, 2.10639], [1.26047, 3.68993, 0.71937], [-3.53221, 3.23873, 1.44164], [-4.50639, 3.18151, 3.74188], [-3.05608, 2.74174, 5.69288], [-0.61672, 2.31022, 5.36598]],
  "mulliken_spin": [0.01, 0.00, 0.00, 0.00, 0.00, 0.00, 0.00, 0.00, 0.00, 0.00, -0.01, 0.00, 0.00, 0.01, 0.00, 0.00, 0.00, 0.00, 0.00, 0.00, 0.00, 0.00, 0.00, 0.00, 0.00, 0.00, 0.00, 0.00, 0.00, 0.00, 0.00, 0.00, 0.00, 0.00, 0.00, 0.00, 0.00, 0.00, 0.00, 0.00, 0.00, 0.00, 0.00, 0.00, 0.00, 0.00, 0.00, 0.00, 0.00, 0.00, 0.00, 0.00, 0.00, 0.00, 0.00, 0.00, 0.00, 0.00, 0.00, 0.00, 0.00, 0.00, 0.00, 0.00, 0.00, 0.00, 0.00, 0.00, 0.00, 0.00, 0.00, 0.00, 0.00, 0.00, 0.00, 0.00, 0.00, 0.00, 0.00, 0.00, 0.00, 0.01, 0.01, 0.01, 0.04, 0.06, -0.03, 0.04, -0.05, 0.84, 0.01, 0.00, 0.00, 0.01, 0.00, 0.00, 0.00, 0.00, 0.04]
}

=====

Record 2
{
  "formula": "H80O40",
  "method": "ωB97M-V/def2-TZVPD",
  "energy_ha": -3057.4408,
  "e_above_lowest_kcal_mol": 198.7,
  "e_lumo_ev": -0.509,
  "total_charge": 0,
  "species": ["H", "H", "O", "H", "H", "O", "H", "H", "O", "H", "H", "O", "H", "H", "O", "H", "O", "H", "O", "H", "H", "O", "H", "H", "O", "H", "H", "O", "H", "H", "O", "H", "O", "H", "H", "O", "H", "H", "O", "H", "H", "O", "H", "H", "O", "H", "H", "O", "H", "H", "O", "H", "O", "H", "H", "O", "H", "O", "H", "H", "O", "H", "H", "O", "H", "H", "O", "H", "H", "O", "H", "H", "O", "H", "H", "O", "H", "H", "O", "H", "H", "O", "H", "H", "O", "H", "H", "O", "H", "O", "H", "H", "O", "H", "H", "H", "H", "H", "H", "O", "H", "H", "O", "H", "H", "O", "H", "H", "O", "H", "H", "O", "H", "H", "O", "H", "H", "O", "H", "H"],
  "coordinates": [[-1.63088, -2.91664, 5.38794], [-1.08256, -4.31078, 5.25426], [-1.92128, -3.84159, 5.35803], [-5.39027, -3.12632, -1.92851], [-6.32081, -1.90195, -2.26577], [-5.53569, -2.42397, -2.54915], [-0.76916, 0.31987, -6.24743], [0.17655, 1.21504, -5.53059], [-0.61138, 1.24167, -6.09245], [4.68911, -1.55893, 2.63343], [4.60240, -0.55839, 1.35078], [4.51230, -1.44626, 1.67922], [1.90457, 2.72381, -5.67954], [1.74055, 2.25707, -4.31555], [1.31816, 2.86658, -4.92543], [1.87410, -5.93782, -0.02082], [1.77478, -5.12156, 0.51299], [-3.39785, -2.05071, -1.76966], [-2.62704, -2.25796, -1.23877], [4.14722, 3.90812, -3.03437], [2.67998, 3.16872, -3.27498], [3.62171, 3.19385, -3.32526], [-1.73000, 4.47896, 1.78061], [-2.27341, 5.74906, 1.06997], [-2.52426, 5.10052, 1.72232], [3.51730, 1.48842, -0.11709], [4.44023, 2.49950, 0.31433], [4.47807, 1.61171, -0.07951], [-2.42635, -3.85014, 2.27946], [-0.79105, -3.77184, 2.36595], [-1.63453, -3.34425, 2.32753], [1.35222, 5.50154, 0.22654], [1.07162, 6.46835, 0.18447], [3.79615, 3.81739, 2.01838], [4.54036, 2.96302, 3.06464], [3.68077, 3.10699, 2.63649], [-0.47359, 5.19491, -3.47577], [-1.68292, 5.86184, -2.95976], [-0.97284, 5.29171, -2.67047], [2.11339, 0.09255, 6.38392], [2.10448, 1.60869, 6.43545], [2.56839, 0.87236, 6.02019], [-2.04846, -0.59035, -3.84201], [-1.01788, -0.44577, -2.89297], [-1.08695, -0.90914, -3.74704], [2.13863, -4.37219, -1.93418], [3.68234, -3.82873, -2.02157], [2.98905, -4.22777, -1.53687], [-1.84903, -2.12583, -5.21444], [-0.50128, -2.57076, -5.18360], [-1.25406, -2.68376, -5.72443], [0.68539, 2.18412, -1.27731], [1.57817, 1.87148, -1.55049], [1.36048, 3.08785, 4.38694], [1.44019, 4.52228, 3.87191], [0.78145, 3.83997, 4.10816], [-4.42156, 0.57897, 2.26588], [-4.46898, -0.32798, 2.01695], [-0.12787, -5.03296, 0.78891], [-1.28916, -5.07111, -0.25058], [-1.07575, -5.20232, 0.69825], [-1.96793, 1.05033, 1.37855], [-1.95756, -0.46656, 1.91254], [-1.51764, 0.14174, 1.32469], [2.14706, 4.64935, -1.11020], [2.63323, 3.17770, -1.03468], [2.51402, 3.99992, -0.52228], [-0.67714, -5.00383, -3.09782], [-1.20837, -3.87938, -2.25124], [-0.42746, -4.40218, -2.36672], [-2.67413, 0.43587, -1.70325], [-1.88098, 0.08884, -0.41524], [-2.02963, 0.75654, -1.10684], [3.21371, -4.67953, 2.16204], [3.74762, -3.18765, 2.23835], [3.48105, -3.94331, 2.73721], [-0.69128, 1.18184, 5.06729], [-1.35703, -0.24536, 5.25848], [-1.26845, 0.69678, 5.61969], [0.62261, 0.07963, 1.07943], [1.72570, -0.84513, 1.22479], [1.25941, -0.40268, 0.49303], [-6.07433, -0.86278, 0.32068], [-6.17591, -2.47465, 0.55873], [-6.54817, -1.66545, 0.21812], [3.87636, -1.13806, -3.02832], [4.69025, 0.07502, -2.83768], [4.70726, -0.86365, -2.65819], [0.75031, 4.39816, 1.63360], [-0.18415, 4.10423, 1.79786], [-1.30352, 2.48323, -1.59044], [-0.77134, 3.87166, -1.62672], [-0.78559, 3.08612, -1.05332], [1.73920, 1.28463, -0.77082], [1.17043, -4.43948, 0.13820], [-4.53399, -1.01827, 2.67687], [-2.99905, -2.70300, -0.46728], [0.29973, 6.29212, 0.75444], [-0.11977, 3.18167, 2.12048], [-4.69036, 0.31776, -3.92116], [-5.14285, -0.09355, -4.66887], [-3.88788, -0.17245, -3.74419], [-0.86669, -1.42509, 4.24078], [-1.02966, -2.33168, 3.92390], [-0.42258, -0.93776, 3.51963], [1.09839, -2.46977, -1.56894], [0.43201, -2.06454, -0.98978], [1.71202, -1.77811, -1.78372], [0.76587, 0.72265, 2.88179], [-0.11492, 1.04119, 3.00044], [1.42248, 1.16489, 3.39116], [-2.49309, 2.50940, 0.92054], [-2.59073, 3.22451, 1.57191], [-2.08279, 2.84759, 0.12285], [2.04203, -0.73750, -3.86516], [1.33264, -1.33279, -3.57189], [2.18861, -0.38448, -4.71193], [0.54700, -4.51949, 3.48216], [0.59106, -5.27870, 2.90474], [1.34169, -3.99572, 3.32416]],
  "mulliken_charge": [0.38, 0.29, -0.63, 0.25, 0.34, -0.61, 0.32, 0.28, -0.63, 0.30, 0.24, -0.68, 0.32, 0.17, -0.64, 0.27, -0.54, 0.17, -0.26, 0.26, 0.33, -0.62, 0.31, 0.30, -0.70, 0.20, 0.24, -0.57, 0.16, 0.32, -0.32, 0.30, -0.65, 0.27, 0.26, -0.49, 0.27, 0.25, -0.54, 0.33, 0.32, -0.63, 0.08, -0.01, 0.05, 0.26, 0.25, -0.64, 0.34, 0.30, -0.66, 0.44, 0.21, 0.23, 0.27, -0.54, 0.27, -0.56, 0.21, 0.37, -0.65, 0.39, 0.17, -0.56, 0.32, 0.12, -0.57, 0.28, 0.20, -0.49, -0.01, 0.23, -0.19, 0.30, 0.43, -0.70, 0.26, 0.50, -0.67, 0.17, 0.07, -0.11, 0.32, 0.27, -0.60, 0.35, 0.28, -0.65, 0.19, -0.43, 0.21, 0.19, -0.27, -0.06, 0.26, 0.27, 0.13, 0.38, 0.14, -0.59, 0.29, 0.28, -0.78, 0.31, 0.37, 0.40, -0.08, 0.03, -0.15, -0.12, 0.01, -0.65, 0.19, 0.33, -0.57, 0.13, 0.21, -0.55, 0.26, 0.34]
}

=====

Record 3
{
  "formula": "C2H2N2O4",
  "method": "ωB97M-V/def2-TZVPD",
  "energy_ha": -487.7002,
  "e_above_lowest_kcal_mol": 96.4,
  "e_lumo_ev": -0.462,
  "total_charge": 0,
  "species": ["C", "C", "H", "H", "N", "N", "O", "O", "O", "O"],
  "coordinates": [[0.44063, -0.32988, -1.67357], [0.79282, 0.74507, 0.31885], [-0.93854, -1.45804, 1.47199], [-1.24915, 0.59977, 2.06879], [-1.31801, -0.18321, 1.05720], [-0.48776, 0.35305, 0.19972], [-0.87148, -0.15883, -1.14738], [0.68908, -1.08615, -2.61979], [1.49028, 0.12684, -0.81814], [1.45213, 1.39138, 1.14234]],
  "mulliken_charge": [0.60, 0.47, 0.27, 0.36, -0.71, 0.48, -0.25, -0.47, -0.26, -0.49]
}

=====

Record 4
{
  "formula": "C6H6NO2S",
  "method": "ωB97M-V/def2-TZVPD",
  "energy_ha": -835.1026,
  "e_above_lowest_kcal_mol": 142.0,
  "e_lumo_ev": [-6.653, -6.849],
  "total_charge": 1,
  "species": ["C", "C", "C", "C", "C", "C", "N", "O", "O", "S", "H", "H", "H", "H", "H", "H"],
  "coordinates": [[-2.47844, -0.85024, 0.07387], [-2.87337, 0.42682, -0.09866], [-1.00716, -0.98681, 0.00341], [-0.35200, 0.35202, -0.04605], [2.99149, 1.89220, -0.10535], [0.95930, 0.63018, 0.09267], [-0.34010, -2.06951, -0.07235], [2.20173, -1.16512, 0.08069], [1.78130, 1.66647, 0.10908], [-1.59836, 1.59855, 0.01261], [-3.18809, -1.73938, 0.11191], [-3.89694, 0.84337, -0.09907], [3.26228, 2.98576, -0.14775], [3.86429, 1.20867, -0.41397], [-0.78308, -2.88948, 0.40333], [1.45714, -1.90352, 0.09564]],
  "mulliken_charge": [-0.53, -0.24, 0.67, 0.38, 0.06, 0.07, -0.59, -0.61, -0.18, -0.06, 0.30, 0.41, 0.30, 0.32, 0.30, 0.39]
}

=====

Record 5
{
  "formula": "C3H14O2Si3",
  "method": "ωB97M-V/def2-TZVPD",
  "energy_ha": -1141.5978,
  "e_above_lowest_kcal_mol": 90.3,
  "e_lumo_ev": -0.931,
  "total_charge": 0,
  "species": ["C", "C", "C", "O", "O", "Si", "Si", "Si", "H", "H", "H", "H", "H", "H", "H", "H", "H", "H", "H", "H", "H", "H"],
  "coordinates": [[-1.59717, -0.68508, 0.12296], [1.62308, -1.14900, 0.94160], [0.03216, 0.54427, 2.74025], [0.29139, 1.84598, -1.69905], [-2.20170, 2.15307, -3.29071], [-0.80485, 2.67547, -3.48203], [0.86043, 1.70929, -0.31382], [0.10630, -0.04460, 0.86851], [-1.26969, -1.68540, -0.16388], [-2.47363, -0.76113, 0.79230], [-1.85754, -0.15503, -0.73452], [1.67123, -1.94493, 0.10604], [2.57039, -0.62383, 1.01650], [1.55241, -1.64449, 1.83141], [-0.23041, -0.33417, 3.25771], [0.99983, 0.70722, 3.17026], [-0.61307, 1.25811, 2.98540], [0.18452, -5.62745, -0.23634], [-0.59026, 4.02649, -2.86835], [-0.18204, -5.07678, -0.67729], [0.09909, 2.09595, -4.54926], [1.82951, 2.71604, 0.18234]],
  "mulliken_charge": [-1.05, -1.13, -1.31, -0.04, -0.51, 0.46, 0.17, 0.51, 0.28, 0.31, 0.40, 0.30, 0.38, 0.34, 0.36, 0.37, 0.45, 0.07, -0.11, -0.07, -0.09, -0.08]
}

=====

Record 6
{
  "formula": "CH5OP",
  "method": "ωB97M-V/def2-TZVPD",
  "energy_ha": -457.5475,
  "e_above_lowest_kcal_mol": 83.9,
  "e_lumo_ev": [-0.468, 0.014],
  "total_charge": 0,
  "species": ["C", "O", "P", "H", "H", "H", "H", "H"],
  "coordinates": [[1.02743, 1.08616, -0.04072], [-1.48158, -2.16224, 0.75990], [-1.46204, -1.22766, -0.62996], [1.85020, 1.55682, -0.54051], [1.08353, 0.08453, 0.14104], [-0.06182, 1.40915, -0.26281], [-1.18056, -2.98591, 0.47735], [-1.99263, -0.28680, 0.12354]],
  "mulliken_charge": [-0.74, -0.43, 0.11, 0.28, 0.27, 0.17, 0.31, 0.02]
}

=====

Record 7
{
  "formula": "C5H8N",
  "method": "ωB97M-V/def2-TZVPD",
  "energy_ha": -249.6709,
  "e_above_lowest_kcal_mol": 96.8,
  "smiles": "C=[N+]1CC12CC2",
  "e_lumo_ev": -5.039,
  "total_charge": 1,
  "species": ["C", "N", "C", "C", "C", "C", "H", "H", "H", "H", "H", "H", "H", "H"],
  "coordinates": [[-2.02556, -0.93155, -0.07543], [-1.06317, -0.10085, 0.04735], [-0.77356, 1.28878, 0.30988], [0.25232, 0.31214, -0.16134], [1.58927, -0.22196, 0.65072], [1.56808, -0.12689, -0.86905], [-1.91418, -2.08268, -0.31052], [-3.06677, -0.60252, -0.01907], [-0.83372, 1.58672, 1.35180], [-1.26809, 2.00827, -0.24141], [1.50650, -1.15521, 1.07841], [2.28131, 0.41926, 1.14124], [2.20975, 0.62906, -1.40684], [1.53783, -1.02256, -1.49575]],
  "mulliken_charge": [-0.07, 0.00, -0.49, 0.39, -0.70, -0.33, 0.25, 0.29, 0.25, 0.32, 0.30, 0.28, 0.26, 0.26]
}

=====

Record 8
{
  "formula": "C5H5F6OP",
  "method": "ωB97M-V/def2-TZVPD",
  "energy_ha": -1209.1663,
  "e_above_lowest_kcal_mol": 72.3,
  "e_lumo_ev": [-1.113, -0.186],
  "total_charge": 0,
  "species": ["C", "C", "C", "C", "C", "O", "F", "F", "F", "F", "F", "F", "P", "H", "H", "H", "H", "H"],
  "coordinates": [[4.21119, 1.35416, -0.22735], [3.05781, 1.57737, 0.37262], [-0.28294, -2.72359, 0.24767], [-3.21314, -0.22393, -0.34457], [-2.00469, 0.69885, -0.11492], [-0.80600, -1.55242, 0.16256], [4.70110, 0.11303, -0.30955], [2.56360, 2.81390, 0.45726], [-4.33055, 0.46924, -0.61100], [-3.44433, -0.94662, 0.77476], [-1.58686, 1.15835, -1.33273], [-2.36304, 1.79876, 0.58671], [-0.57830, -0.12468, 0.84237], [4.84314, 2.09905, -0.68492], [-0.70840, -3.48402, -0.38391], [0.53333, -2.94444, 0.91349], [2.42513, 0.82925, 0.82891], [-3.01707, -0.91228, -1.17739]],
  "mulliken_charge": [-0.17, 0.03, -0.34, 0.19, 0.67, -0.09, -0.23, -0.24, -0.26, -0.26, -0.28, -0.28, -0.16, 0.33, 0.30, 0.27, 0.27, 0.26]
}